# 1
{"formula": "C36H34BiN11S3", "method": "ωB97M-V with the def2-TZVPD basis set", "species": ["Bi", "C", "N", "C", "C", "C", "C", "C", "C", "C", "N", "C", "C", "C", "C", "C", "C", "N", "C", "C", "H", "H", "H", "H", "H", "H", "H", "H", "H", "H", "H", "H", "H", "H", "H", "H", "H", "H", "H", "H", "N", "C", "C", "C", "C", "C", "C", "S", "N", "C", "C", "C", "C", "C", "C", "N", "H", "H", "H", "H", "H", "H", "H", "H", "H", "S", "C", "C", "N", "C", "S", "C", "N", "N", "C", "C", "N", "C", "C", "N", "H", "H", "H", "H", "H"], "xyz": [[-0.27885, -0.49658, 0.07985], [-3.00979, 2.00032, -2.51388], [-2.91183, 0.56070, -2.68087], [-2.95055, 0.18758, -4.07945], [-3.65837, -0.22703, -1.77873], [-4.66077, -1.09246, -2.21651], [-5.39998, -1.85312, -1.32524], [-5.15870, -1.75772, 0.03449], [-4.14735, -0.92602, 0.48709], [-3.37724, -0.17048, -0.39431], [-2.25852, 0.58343, 0.04824], [-2.44113, 1.58989, 0.98828], [-3.71865, 1.90742, 1.49016], [-3.91084, 2.87376, 2.46040], [-2.83979, 3.58577, 2.97405], [-1.58746, 3.37449, 2.42027], [-1.37644, 2.42068, 1.43584], [-0.10643, 2.35095, 0.76185], [-0.10441, 3.27009, -0.37660], [1.07647, 2.58023, 1.58168], [-3.84925, 2.41656, -3.09155], [-2.08918, 2.47641, -2.86901], [-3.15659, 2.25572, -1.46873], [-3.87476, 0.51415, -4.57957], [-2.84477, -0.88918, -4.18568], [-2.10628, 0.66495, -4.58454], [-4.88053, -1.17022, -3.27260], [-6.17815, -2.50550, -1.69917], [-5.72904, -2.35034, 0.73726], [-3.92511, -0.88426, 1.54418], [-4.56968, 1.36431, 1.10635], [-4.91210, 3.06620, 2.82522], [-2.98082, 4.32355, 3.75235], [-0.75176, 3.97408, 2.76265], [-0.12628, 4.31461, -0.03511], [-0.98704, 3.09619, -0.98967], [0.79072, 3.11842, -0.98058], [1.23978, 3.64667, 1.78722], [1.95252, 2.20595, 1.04305], [0.99068, 2.05774, 2.53026], [3.98346, -1.78256, 2.09621], [4.84946, -2.35677, 1.15016], [6.21371, -2.35686, 1.39240], [7.09281, -2.92515, 0.47689], [6.60798, -3.48711, -0.68721], [5.23925, -3.48078, -0.94204], [4.36665, -2.91974, -0.03055], [2.61446, -2.89265, -0.37545], [1.98349, -2.03290, 0.89622], [2.62995, -1.60420, 1.90997], [1.88537, -0.87379, 2.97289], [2.47540, -0.46111, 4.16729], [1.69287, 0.15246, 5.13363], [0.34052, 0.33340, 4.90107], [-0.16103, -0.07263, 3.67338], [0.59102, -0.64131, 2.74162], [4.40856, -1.47349, 2.94788], [6.59317, -1.90601, 2.30275], [8.15412, -2.91595, 0.68440], [7.28537, -3.92867, -1.40541], [4.84932, -3.91934, -1.85228], [3.52772, -0.59976, 4.36903], [2.13698, 0.47484, 6.06598], [-0.30802, 0.78787, 5.63597], [-1.20613, 0.07129, 3.41646], [-0.75250, -2.05401, -1.90371], [-1.77232, -3.26139, -1.14551], [-2.33136, -4.18679, -2.07309], [-2.74328, -4.91625, -2.86258], [-2.04131, -3.36434, 0.17521], [-1.37357, -2.34980, 1.43800], [-2.91444, -4.37492, 0.67021], [-3.61474, -5.16814, 1.12322], [1.48671, 2.89601, -4.31941], [2.15835, 1.98741, -3.55327], [1.48306, 1.07294, -2.72365], [2.13282, 0.31279, -1.86517], [3.46419, 0.39246, -1.84589], [4.13165, 1.22208, -2.72767], [3.48818, 2.02772, -3.56795], [0.52233, 2.72455, -4.54284], [2.03443, 3.39821, -4.99706], [0.39999, 0.96633, -2.76004], [3.98949, -0.21744, -1.12089], [5.21418, 1.24561, -2.76813]], "forces_ev_per_angstrom": [[-0.166, 0.063, 0.002], [-0.049, -0.035, -0.014], [0.163, -0.048, 0.001], [0.052, 0.044, 0.166], [-0.107, 0.043, 0.139], [-0.004, 0.023, -0.094], [-0.027, -0.001, 0.015], [-0.003, -0.041, 0.010], [-0.032, -0.073, -0.096], [0.077, 0.053, -0.201], [0.374, 0.286, 0.099], [-0.210, 0.216, 0.003], [0.049, -0.049, 0.007], [-0.010, 0.006, 0.071], [-0.038, 0.087, 0.025], [-0.008, -0.074, 0.127], [-0.055, -0.028, -0.052], [-0.013, -0.225, -0.039], [-0.059, -0.072, -0.057], [-0.047, 0.030, -0.120], [-0.007, -0.015, 0.018], [-0.054, 0.031, 0.000], [0.044, 0.028, -0.002], [0.000, -0.040, -0.038], [0.043, -0.042, -0.012], [-0.049, 0.001, -0.050], [0.008, 0.024, 0.002], [0.029, -0.039, -0.002], [0.001, -0.001, 0.011], [0.037, 0.042, 0.006], [-0.019, 0.049, 0.064], [-0.016, -0.029, -0.011], [0.001, 0.007, -0.005], [0.010, -0.003, -0.063], [0.015, 0.002, -0.004], [0.050, -0.058, -0.014], [0.045, -0.013, -0.024], [0.030, 0.000, 0.031], [-0.003, 0.025, 0.038], [0.005, -0.064, 0.051], [-0.182, -0.003, 0.096], [0.261, -0.087, -0.165], [-0.054, 0.014, -0.015], [-0.007, 0.055, 0.065], [0.009, -0.068, -0.120], [0.078, 0.051, 0.063], [-0.405, 0.143, 0.136], [0.446, -0.414, -0.266], [-0.159, 0.577, 0.534], [0.228, -0.277, -0.490], [-0.102, 0.277, 0.485], [0.030, -0.057, -0.159], [-0.130, 0.007, 0.034], [0.107, -0.010, -0.016], [-0.019, 0.038, 0.039], [0.133, -0.002, -0.058], [-0.010, 0.053, 0.041], [-0.001, -0.014, 0.009], [0.003, -0.019, -0.014], [-0.003, -0.012, 0.007], [0.002, 0.012, -0.018], [-0.001, -0.038, 0.016], [0.019, -0.007, -0.004], [-0.006, 0.012, -0.005], [0.006, 0.032, 0.023], [0.007, -0.053, -0.067], [0.000, 0.220, 0.210], [-0.189, -0.307, -0.252], [0.004, 0.069, 0.071], [0.204, 0.345, -0.036], [0.041, -0.368, -0.162], [-0.261, -0.335, 0.059], [0.051, 0.064, -0.049], [-0.087, 0.026, -0.027], [0.214, -0.103, 0.108], [-0.043, -0.063, 0.069], [-0.156, 0.032, -0.065], [0.116, -0.015, 0.065], [-0.111, -0.007, 0.061], [-0.090, 0.084, -0.092], [0.009, 0.005, -0.029], [-0.013, -0.036, -0.043], [-0.027, 0.106, -0.020], [0.029, -0.054, -0.071], [0.003, 0.016, 0.056]], "orbital_gap_ha": 0.234, "multiplicity": 1}

# 2
{"formula": "C36H34BrN2OPtS2Si", "method": "ωB97M-V with the def2-TZVPD basis set", "species": ["Pt", "C", "C", "N", "N", "C", "S", "S", "C", "C", "C", "C", "C", "C", "C", "C", "C", "C", "C", "C", "C", "O", "H", "H", "H", "H", "H", "H", "H", "H", "H", "H", "H", "H", "H", "H", "C", "C", "C", "C", "C", "C", "H", "H", "H", "H", "H", "C", "Si", "C", "C", "C", "C", "C", "C", "C", "H", "H", "H", "H", "H", "H", "H", "H", "H", "H", "H", "Br", "C", "C", "C", "C", "C", "C", "H", "H", "H", "H"], "xyz": [[-0.04673, 0.33492, 0.26652], [-2.93421, 3.26832, -1.60805], [-1.70338, 2.40842, -1.49711], [-1.54974, 1.57147, -0.53291], [-2.67541, 1.47244, 0.30139], [-2.68113, 2.14727, 1.36830], [-1.41077, 3.30910, 1.86609], [-4.01480, 2.05596, 2.50230], [-4.87112, 0.57319, 1.89440], [-4.16501, -0.70236, 2.26071], [-4.20671, -1.16161, 3.57542], [-3.53897, -2.31877, 3.94154], [-2.81360, -3.02878, 2.99332], [-2.76212, -2.57465, 1.68474], [-3.43445, -1.41645, 1.31840], [-0.69641, 2.50832, -2.56890], [-0.33566, 3.74990, -3.09031], [0.57790, 3.85936, -4.12292], [1.12440, 2.70359, -4.66932], [0.77142, 1.45987, -4.18149], [-0.13651, 1.34518, -3.12475], [-0.51760, 0.17325, -2.64021], [-3.15700, 3.79742, -0.68234], [-3.79574, 2.63076, -1.82780], [-2.82651, 3.98624, -2.41708], [-4.99521, 0.66695, 0.81712], [-5.85473, 0.62244, 2.36483], [-4.75956, -0.59874, 4.32038], [-3.57692, -2.66259, 4.96790], [-2.26961, -3.92041, 3.27868], [-2.16292, -3.09601, 0.95046], [-3.35752, -1.04544, 0.30428], [-0.75428, 4.64864, -2.65140], [0.86382, 4.83328, -4.49868], [1.83599, 2.77383, -5.48308], [1.19826, 0.55637, -4.59484], [2.99501, -2.59804, 2.71353], [3.50779, -1.66105, 1.82807], [2.65853, -0.82434, 1.11103], [1.25745, -0.87108, 1.21998], [0.78376, -1.82274, 2.14766], [1.61669, -2.66527, 2.87385], [3.65333, -3.24931, 3.27732], [4.58149, -1.57547, 1.69102], [3.11306, -0.10893, 0.43779], [-0.28692, -1.90271, 2.30874], [1.18549, -3.37692, 3.57246], [-0.11511, -2.78437, -1.16453], [0.26358, -1.28430, -2.23561], [-0.25808, -2.11675, -3.89037], [2.12175, -0.99075, -2.41197], [2.73618, 0.20183, -2.02588], [4.09443, 0.40880, -2.21823], [4.87643, -0.58326, -2.79502], [4.28919, -1.77958, -3.18003], [2.92590, -1.97191, -2.99324], [0.47936, -3.59283, -1.60726], [-1.16733, -3.06135, -1.28516], [0.12340, -2.68631, -0.11224], [0.21409, -3.08877, -4.06035], [-0.06532, -1.48063, -4.75798], [-1.33851, -2.29440, -3.84985], [2.13085, 0.96456, -1.54418], [4.54648, 1.34335, -1.90599], [5.93927, -0.42679, -2.93839], [4.89166, -2.56233, -3.62624], [2.48272, -2.91111, -3.30872], [3.17306, 0.34158, 5.16627], [1.81236, 1.07112, 4.06239], [2.15229, 1.97841, 3.07151], [1.14829, 2.53335, 2.29794], [-0.17723, 2.17421, 2.50636], [-0.50453, 1.26073, 3.50226], [0.49378, 0.69008, 4.26932], [3.18675, 2.23640, 2.89389], [1.39322, 3.22122, 1.49896], [-1.53356, 0.95830, 3.64967], [0.25145, -0.04330, 5.02565]], "forces_ev_per_angstrom": [[0.184, -0.376, -0.365], [-0.048, -0.046, -0.059], [0.089, -0.007, -0.023], [-0.226, 0.087, 0.184], [0.064, -0.085, -0.059], [0.192, 0.178, -0.027], [-0.014, -0.287, -0.119], [-0.014, -0.054, 0.069], [-0.120, -0.008, -0.072], [0.054, 0.022, 0.057], [-0.008, -0.016, 0.015], [-0.013, 0.002, 0.015], [0.005, 0.001, -0.016], [0.003, -0.002, 0.011], [0.011, 0.003, -0.041], [0.049, -0.041, 0.016], [0.036, 0.031, 0.045], [0.008, 0.040, -0.006], [0.009, -0.033, -0.015], [-0.002, 0.002, -0.054], [0.101, 0.038, 0.274], [-0.497, -0.119, -0.152], [0.036, 0.031, 0.000], [-0.006, -0.004, 0.033], [-0.028, -0.025, 0.008], [0.002, 0.004, 0.013], [-0.004, 0.000, -0.011], [-0.004, 0.005, -0.004], [0.002, 0.002, 0.001], [-0.001, -0.004, 0.000], [-0.002, -0.011, -0.012], [0.009, -0.006, 0.024], [-0.009, -0.012, -0.014], [-0.007, 0.001, 0.005], [0.006, -0.010, 0.000], [0.016, 0.014, -0.013], [-0.007, -0.007, 0.020], [0.002, 0.007, -0.011], [0.017, 0.016, 0.002], [-0.012, 0.089, 0.072], [-0.051, 0.008, 0.002], [0.009, 0.004, 0.000], [-0.002, -0.001, -0.003], [0.000, -0.004, 0.005], [0.003, 0.019, -0.010], [0.027, 0.009, 0.008], [0.001, -0.001, -0.001], [-0.251, 0.142, 0.120], [0.350, -0.023, -0.347], [0.103, -0.039, 0.048], [-0.024, 0.025, 0.103], [-0.003, -0.004, -0.023], [-0.006, 0.013, -0.019], [0.008, 0.003, 0.000], [0.007, 0.000, 0.007], [-0.012, -0.021, -0.013], [0.001, -0.006, -0.009], [-0.009, 0.007, 0.027], [0.016, 0.025, -0.013], [0.007, 0.007, -0.001], [0.015, -0.017, -0.002], [-0.008, 0.026, -0.027], [0.013, -0.009, 0.035], [0.000, 0.000, -0.004], [-0.001, 0.000, 0.001], [0.000, -0.004, 0.005], [0.005, 0.003, -0.004], [-0.033, 0.015, -0.033], [-0.032, 0.048, -0.089], [0.009, -0.171, 0.169], [0.025, -0.019, -0.254], [-0.138, 0.693, 0.515], [-0.021, -0.238, -0.078], [0.140, -0.031, -0.051], [0.007, -0.015, 0.018], [-0.006, 0.048, 0.053], [-0.026, 0.096, 0.085], [0.007, -0.010, -0.008]], "charge": -1, "orbital_gap_ha": 0.208, "multiplicity": 1}

# 3
{"formula": "C36H34N5O3Sr", "method": "ωB97M-V with the def2-TZVPD basis set", "species": ["Sr", "O", "C", "C", "C", "C", "C", "C", "C", "N", "C", "C", "N", "C", "C", "C", "C", "C", "C", "C", "O", "H", "H", "H", "H", "H", "H", "H", "H", "H", "H", "H", "H", "H", "H", "N", "C", "C", "C", "C", "C", "C", "C", "C", "C", "C", "C", "C", "H", "H", "H", "H", "H", "H", "H", "H", "H", "H", "C", "C", "O", "N", "C", "C", "C", "C", "C", "C", "N", "H", "H", "H", "H", "H", "H", "H", "H", "H", "H"], "xyz": [[11.51914, 10.44068, 9.38698], [11.99600, 11.47856, 11.39413], [12.29066, 12.56250, 12.04855], [13.32910, 12.53430, 12.97968], [13.71030, 13.68785, 13.62853], [13.06037, 14.89365, 13.39108], [11.99031, 14.93338, 12.52430], [11.51121, 13.75467, 11.93115], [10.46666, 13.80170, 10.90254], [9.26384, 13.42968, 10.95357], [8.76261, 12.69519, 12.16202], [9.14036, 11.22344, 12.22053], [9.00811, 10.50365, 10.89553], [8.22227, 9.51412, 11.00804], [7.85346, 8.44354, 10.05782], [6.85116, 7.51126, 10.41763], [6.56801, 6.43666, 9.62619], [7.25566, 6.20604, 8.41738], [8.30392, 7.02208, 8.10560], [8.69617, 8.17711, 8.90819], [9.74470, 8.84443, 8.60552], [13.74274, 11.55667, 13.16860], [14.56567, 13.67056, 14.23821], [13.38613, 15.73240, 14.02040], [11.48666, 15.92906, 12.38151], [10.77893, 14.32574, 9.95848], [7.66842, 12.74544, 12.10740], [9.08468, 13.17777, 13.08766], [8.55690, 10.75596, 13.04382], [10.18512, 11.15653, 12.55610], [7.66102, 9.40516, 11.91952], [6.27464, 7.66565, 11.32876], [5.75768, 5.75276, 9.87245], [7.08706, 5.26152, 7.86274], [8.97958, 6.88035, 7.27068], [9.89124, 12.14576, 8.29391], [9.83906, 13.15907, 7.25231], [8.61424, 13.43167, 6.66479], [8.51903, 14.29210, 5.62740], [9.60482, 14.99348, 5.14142], [10.84892, 14.79148, 5.71134], [10.99477, 13.86793, 6.82156], [12.30087, 13.58668, 7.44356], [12.91776, 14.73228, 7.95436], [14.14994, 14.65858, 8.60574], [14.66710, 13.38903, 8.78312], [13.98531, 12.27718, 8.30324], [12.83571, 12.30141, 7.52276], [9.02451, 11.59670, 8.16666], [9.70499, 12.67548, 9.11475], [7.71368, 12.92634, 7.11478], [7.51982, 14.58918, 5.24372], [9.57047, 15.74510, 4.36442], [11.75776, 15.30706, 5.34523], [12.39698, 15.66088, 7.87724], [14.55461, 15.55833, 9.10136], [15.46425, 13.19417, 9.54805], [14.49484, 11.33319, 8.52849], [11.68120, 6.19244, 11.91644], [12.46634, 7.36708, 11.37573], [11.94972, 8.47891, 11.26505], [13.76893, 7.11829, 11.06901], [14.57966, 8.07648, 10.39828], [14.51831, 7.95197, 8.90805], [15.55064, 7.35043, 8.19002], [15.36006, 7.22184, 6.79923], [14.19889, 7.70336, 6.21382], [13.25889, 8.31798, 7.00100], [13.44258, 8.40647, 8.28414], [10.68059, 6.36133, 11.60812], [11.61762, 6.31519, 12.98840], [11.91408, 5.17673, 11.65620], [14.04127, 6.15868, 10.98358], [15.60998, 7.95081, 10.71969], [14.26665, 9.03495, 10.75180], [16.44879, 7.03425, 8.67739], [15.99815, 6.72044, 6.13506], [14.10962, 7.69113, 5.10891], [12.36481, 8.80254, 6.56564]], "forces_ev_per_angstrom": [[-0.315, -0.472, -0.499], [0.222, 0.655, -0.028], [-1.154, -0.570, -0.100], [0.083, 0.427, 0.352], [-0.558, -0.342, -0.933], [0.596, 0.243, 0.951], [-1.018, 0.752, 0.095], [1.435, 0.193, -0.087], [0.170, 1.217, -0.507], [-0.592, -1.043, 0.659], [-0.295, 0.514, -0.929], [0.757, -0.131, -0.319], [0.521, 0.504, 1.679], [-1.031, -0.976, -1.020], [1.344, 0.191, -0.175], [0.406, 0.852, -0.142], [-1.013, -0.896, -0.532], [0.619, -0.550, 0.528], [0.782, 1.083, 0.054], [-0.614, -0.511, 0.051], [-0.262, -0.072, 0.094], [0.453, -0.022, 0.004], [0.885, -0.023, 1.044], [-0.283, -0.002, -0.697], [0.311, -1.213, -0.062], [-0.260, -0.420, 0.591], [0.127, 0.211, -0.012], [0.091, 0.046, 0.018], [-0.071, 0.072, -0.592], [-0.235, -0.133, -0.469], [-0.339, -0.114, 0.818], [0.141, 0.064, -0.055], [0.123, 0.148, 0.197], [-0.090, 0.834, 0.176], [-0.199, -0.305, -0.214], [-0.956, 0.288, -1.647], [1.206, 0.060, -0.510], [-0.787, -1.418, 1.371], [-1.932, 1.814, -1.355], [1.243, 0.223, 0.127], [0.623, -1.166, 1.716], [-1.374, -0.315, -1.440], [0.076, 1.190, -0.102], [0.793, -0.482, 0.052], [-0.529, 0.478, 0.363], [0.624, -0.143, 1.815], [1.020, -0.214, -0.377], [-0.493, -1.088, 0.534], [0.665, 0.075, 0.280], [-0.301, 0.213, 1.335], [0.887, 0.597, -0.728], [0.655, -0.522, 0.164], [-0.524, -0.133, -0.191], [-0.679, -0.335, 0.274], [-0.195, 0.683, -0.053], [-0.011, -0.621, -0.383], [-0.357, 0.430, -1.035], [-0.158, -0.188, -0.041], [-0.298, 0.841, 0.371], [-0.401, 0.372, -0.281], [0.606, -1.065, 0.047], [-0.612, -0.518, 0.226], [0.777, 0.162, -0.068], [0.670, -0.259, -0.882], [-0.756, 0.157, -1.077], [-1.178, 0.403, 1.083], [0.757, -0.079, -1.364], [-0.572, 0.481, -1.107], [-1.178, 0.943, 2.035], [-1.056, 0.162, -0.508], [0.285, -0.162, 0.456], [0.748, -0.270, -0.200], [-0.028, -0.277, 0.097], [0.191, -0.058, 0.058], [-0.267, 0.837, -0.031], [0.363, -0.246, 0.162], [1.358, -0.520, -0.400], [-0.133, -0.165, 0.887], [0.489, -0.375, 0.385]], "charge": -1, "orbital_gap_ha": 0.218, "multiplicity": 1}

The evaluated HOMO level for the records listed, in turn: -7.1026; -3.3855; -3.8054 eV.
The evaluated E_LUMO for the records listed, in turn: -0.73; 2.28; 2.14 eV.
The evaluated energy relative to the best compared isomer or geometry (same formula, charge and spin) for the records listed, in turn: 19.2; 60.4; 27.2 kcal per mole.